No. 1
# CH3NO2S2

CH3NO2S2 as an isolated structure at a distorted geometry (wB97M-V/def2-TZVPD, the OMol25 dataset).

Geometry (Å):
1 C 1.274 -0.414 -0.291
2 N -1.335 -0.335 0.380
3 O -0.608 0.943 -1.769
4 O 0.057 1.716 0.481
5 S 1.635 -0.485 1.328
6 S -0.217 0.626 -0.408
7 H 1.708 -0.679 -1.186
8 H -1.092 -0.088 1.313
9 H -1.421 -1.284 0.151

Forces on atoms 1 to 3 (eV/Å):
-2.369 1.544 1.165
0.201 2.977 -0.664
0.494 -1.123 1.488

Values from the calculation:
E ... -28337.380 eV
Multiplicity ... 3
Highest occupied orbital energy (spin up / spin down) ... -8.4556 / -10.7508 eV
ΔE to the lowest compared entry with this formula, charge and spin ... 0.0 kcal per mole
LUMO energy (spin up / spin down) ... 0.53 / -3.22 eV
Largest force on an atom ... 0.0595 Eh/bohr

Atomic partial charges in e from the Löwdin method, atoms 1 to 2: C -0.6672; N -0.0735

No. 2
# CH3NO3

CH3NO3 as an isolated structure at a distorted geometry (wB97M-V/def2-TZVPD, the OMol25 dataset).

Geometry (Å):
1 C 0.799 0.233 -0.642
2 N -1.064 -1.008 -1.073
3 O 1.523 0.416 -1.517
4 O 1.086 0.813 1.748
5 O 0.355 0.105 0.432
6 H -1.279 -1.491 -0.246
7 H -1.809 -0.318 -1.040
8 H 0.389 1.250 2.338

Forces on atoms 1 to 3 (eV/Å):
1.220 -0.420 -0.686
0.063 0.620 -1.771
-0.031 0.337 -0.765

Values from the calculation:
E ... -8712.364 eV
Highest occupied orbital energy (spin up / spin down) ... -10.8049 / -9.7489 eV
ΔE to the lowest compared entry with this formula, charge and spin ... 106.1 kcal per mole
LUMO energy (spin up / spin down) ... -0.38 / -1.01 eV
Largest force on an atom ... 0.1191 Eh/bohr

Atomic partial charges in e from the Löwdin method, atoms 1 to 2: C -0.4246; N 0.1377

No. 3
# CH3NO3

One molecule with the formula CH3NO3 at a distorted geometry (wB97M-V/def2-TZVPD, the OMol25 dataset).

Geometry (Å):
1 O 2.281 0.102 0.011
2 N 1.277 -0.582 -0.034
3 C -0.104 0.152 -0.263
4 O -1.020 -0.784 0.222
5 O -0.456 1.426 0.262
6 H -0.099 0.181 -1.482
7 H -0.784 -1.745 0.315
8 H -1.095 1.251 0.967

Forces on atoms 1 to 3 (eV/Å):
-2.432 -1.163 -0.036
1.546 2.199 0.243
-0.167 -0.708 -2.055

Values from the calculation:
E ... -8714.809 eV
Highest occupied orbital energy ... -9.3608 eV
ΔE to the lowest compared entry with this formula, charge and spin ... 49.8 kcal per mole
LUMO energy ... -0.52 eV
Largest force on an atom ... 0.0529 Eh/bohr
Structure (SMILES) ... O=NC(O)O

Atomic partial charges in e from the Löwdin method, atoms 1 to 2: O 0.0154; N 0.0193

No. 4
# CH3NO3

A 2-piece molecular cluster, CH3NO3 overall at a distorted geometry (wB97M-V/def2-TZVPD, the OMol25 dataset).

Geometry (Å):
1 O -2.327 1.244 0.316
2 N -1.396 0.572 0.444
3 O -1.515 -0.700 -0.141
4 H -0.618 -1.040 0.036
5 C 1.514 -0.011 -0.099
6 O 0.935 -1.079 0.119
7 H 1.111 0.959 0.218
8 H 2.296 0.056 -0.893

Forces on atoms 1 to 3 (eV/Å):
-1.194 0.303 -0.284
1.238 -1.010 0.028
-1.169 1.111 0.134

Values from the calculation:
E ... -8714.428 eV
Highest occupied orbital energy ... -10.0626 eV
ΔE to the lowest compared entry with this formula, charge and spin ... 58.5 kcal per mole
LUMO energy ... -0.40 eV
Largest force on an atom ... 0.0573 Eh/bohr
Structure (SMILES) ... O=NO.C=O

Atomic partial charges in e from the Löwdin method, atoms 1 to 2: O 0.0520; N -0.1244

No. 5
# CH3NO3P

An isolated ion of composition CH3NO3P and charge -1 at a distorted geometry (wB97M-V/def2-TZVPD, the OMol25 dataset).

Geometry (Å):
1 N -0.569 -0.546 -1.371
2 P -0.181 -0.467 0.342
3 O 0.071 -1.661 1.207
4 O -1.432 0.424 0.935
5 C 1.232 0.740 0.352
6 O 1.168 1.941 0.117
7 H -0.488 -1.549 -1.717
8 H -1.832 0.965 0.293
9 H 2.031 0.152 -0.158

Forces on atoms 1 to 3 (eV/Å):
1.293 -0.937 3.459
-2.513 -0.642 -3.194
0.097 0.708 -0.340

Values from the calculation:
E ... -18008.694 eV
Highest occupied orbital energy ... -3.8320 eV
ΔE to the lowest compared entry with this formula, charge and spin ... 43.0 kcal per mole
Charge ... -1
LUMO energy ... 4.17 eV
Largest force on an atom ... 0.0800 Eh/bohr
Structure (SMILES) ... N=[P@]([O-])(O)C=O

Atomic partial charges in e from the Löwdin method, atoms 1 to 2: N -0.2717; P 0.3461

No. 6
# CH3NO3S

CH3NO3S as an isolated structure at a distorted geometry (wB97M-V/def2-TZVPD, the OMol25 dataset).

Geometry (Å):
1 C 0.179 0.200 -0.375
2 N 0.446 -0.467 1.046
3 O 1.905 2.453 -0.176
4 O -0.136 2.357 1.069
5 O 1.552 0.406 1.371
6 S 0.946 1.660 0.447
7 H 0.823 -0.467 -1.161
8 H -0.871 0.192 -0.665
9 H -0.409 -0.314 1.631

Forces on atoms 1 to 3 (eV/Å):
2.093 -3.031 0.737
-0.890 -0.129 -2.400
2.135 0.409 -0.921

Values from the calculation:
E ... -19549.695 eV
Highest occupied orbital energy ... -10.9139 eV
ΔE to the lowest compared entry with this formula, charge and spin ... 83.5 kcal per mole
LUMO energy ... 0.63 eV
Largest force on an atom ... 0.0730 Eh/bohr

Atomic partial charges in e from the Löwdin method, atoms 1 to 2: C -0.1417; N -0.0876

No. 7
# CH3NO3S

One molecule with the formula CH3NO3S at a distorted geometry (wB97M-V/def2-TZVPD, the OMol25 dataset).

Geometry (Å):
1 C -0.469 0.683 0.301
2 N 0.205 0.113 -0.700
3 O -1.204 0.320 1.220
4 O 1.333 0.948 -1.195
5 O -1.723 -1.413 -0.458
6 S -2.087 -1.320 0.989
7 H 0.302 -0.759 -1.107
8 H 1.069 1.788 -0.904
9 H -1.163 -2.006 1.570

Forces on atoms 1 to 3 (eV/Å):
3.643 0.682 -2.856
-0.126 3.771 2.234
-1.769 -0.518 1.790

Values from the calculation:
E ... -19547.511 eV
Highest occupied orbital energy (spin up / spin down) ... -8.3598 / -8.3620 eV
ΔE to the lowest compared entry with this formula, charge and spin ... 133.8 kcal per mole
LUMO energy (spin up / spin down) ... -0.43 / -0.43 eV
Largest force on an atom ... 0.0910 Eh/bohr

Atomic partial charges in e from the Löwdin method, atoms 1 to 2: C -0.2427; N -0.0012

No. 8
# CH3NO3S

A 2-piece molecular cluster, CH3NO3S overall at a distorted geometry (wB97M-V/def2-TZVPD, the OMol25 dataset).

Geometry (Å):
1 O -0.373 -0.510 -0.095
2 C 0.012 -0.176 -1.183
3 S 0.482 -1.152 -2.575
4 H -0.041 0.879 -1.690
5 H 0.565 -2.454 -2.152
6 O 0.134 1.979 0.894
7 N 0.339 1.005 1.521
8 O -0.707 0.608 2.337
9 H -0.411 -0.179 2.943

Forces on atoms 1 to 3 (eV/Å):
0.522 -0.164 -1.359
-1.113 0.463 -0.923
0.468 -0.737 -0.208

Values from the calculation:
E ... -19549.643 eV
Highest occupied orbital energy ... -9.8575 eV
ΔE to the lowest compared entry with this formula, charge and spin ... 84.7 kcal per mole
LUMO energy ... 0.46 eV
Largest force on an atom ... 0.0576 Eh/bohr
Structure (SMILES) ... O=CS.O=NO

Atomic partial charges in e from the Löwdin method, atoms 1 to 2: O -0.0515; C -0.7002

No. 9
# CH3NO3S

One molecule with the formula CH3NO3S at a distorted geometry (wB97M-V/def2-TZVPD, the OMol25 dataset).

Geometry (Å):
1 O -0.213 1.068 -0.877
2 C -0.092 0.149 -0.131
3 N 1.145 -0.358 0.223
4 O 2.247 0.297 -0.156
5 O -1.038 -0.594 0.442
6 S -2.589 -0.152 -0.111
7 H 1.412 -1.276 0.655
8 H 2.218 0.451 -1.049
9 H -3.091 0.415 1.003

Forces on atoms 1 to 3 (eV/Å):
-0.285 0.866 -0.437
2.658 -0.867 0.294
-1.023 -2.110 1.056

Values from the calculation:
E ... -19550.964 eV
Highest occupied orbital energy ... -9.6375 eV
ΔE to the lowest compared entry with this formula, charge and spin ... 54.2 kcal per mole
LUMO energy ... 0.36 eV
Largest force on an atom ... 0.0719 Eh/bohr
Structure (SMILES) ... O=C(NO)OS

Atomic partial charges in e from the Löwdin method, atoms 1 to 2: O 0.0805; C -0.7052

No. 10
# CH3NO3S

A 2-piece molecular cluster, CH3NO3S overall at a distorted geometry (wB97M-V/def2-TZVPD, the OMol25 dataset).

Geometry (Å):
1 C 0.095 -1.281 -1.039
2 N 1.197 -0.564 -0.642
3 O -0.515 0.772 1.559
4 O -1.741 2.660 2.465
5 O -0.729 -1.850 -0.400
6 S -1.609 1.743 1.286
7 H 0.065 -0.926 -2.105
8 H 1.716 0.096 -1.238
9 H 1.521 -0.649 0.113

Forces on atoms 1 to 3 (eV/Å):
1.223 3.583 -2.176
-4.766 1.318 -12.663
-2.496 1.681 -1.553

Values from the calculation:
E ... -19551.277 eV
Highest occupied orbital energy ... -10.2315 eV
ΔE to the lowest compared entry with this formula, charge and spin ... 47.0 kcal per mole
LUMO energy ... -1.73 eV
Largest force on an atom ... 0.3008 Eh/bohr

Atomic partial charges in e from the Löwdin method, atoms 1 to 2: C -0.4194; N 0.1625